5
Properties=species:S:1:pos:R:3:lowdin_charge:R:1 method="wB97M-V/def2-TZVPD" e_homo_ev="-9.442 / -8.747" e_tot_ev=-96481.59261 total_charge=0 e_above_lowest_kj_mol=270.7 orbital_gap_ev="8.7 / 6.2"
Cl -0.2879 -2.1002 -1.3980 0.695
Br 1.5185 0.8545 2.1789 0.097
O -0.0281 0.5113 -1.5125 0.006
S -0.5688 1.2137 2.0950 -0.067
C -0.6337 -0.4792 -1.3634 -0.732

---

6
Properties=species:S:1:pos:R:3:lowdin_charge:R:1 method="wB97M-V/def2-TZVPD" e_homo_ev="-10.719 / -10.288" e_tot_ev=-80047.04968 total_charge=0 e_above_lowest_kj_mol=0.0 orbital_gap_ev="7.2 / 8.6"
C 0.1749 -0.1293 -0.0542 -0.525
O -0.6338 1.8862 0.8696 0.067
F -0.6048 -1.0981 0.4503 0.026
F 1.0655 -0.5444 -0.8947 0.106
Br -1.1492 -2.0964 -1.9624 0.275
N 0.0590 1.0980 0.1655 0.052

---

10
Properties=species:S:1:pos:R:3:lowdin_charge:R:1 method="wB97M-V/def2-TZVPD" e_homo_ev=-11.213 e_tot_ev=-94567.02909 total_charge=0 e_above_lowest_kj_mol=66.5 orbital_gap_ev=9.7
O -1.9935 0.1406 -1.2410 -0.328
O 1.6455 -1.7387 1.0238 0.106
O 1.4149 0.3971 0.9325 0.059
Br -1.0140 -2.3763 0.1605 0.905
N -0.3305 -0.8197 0.6793 -0.551
N -0.3986 3.0018 0.3018 0.160
O 0.5805 -0.1250 -1.6285 -0.254
S -0.5500 0.2686 -0.8859 0.703
N 1.0472 -0.7425 0.8755 -0.565
C -0.4014 1.9942 -0.2179 -0.236

---

5
Properties=species:S:1:pos:R:3:lowdin_charge:R:1 method="wB97M-V/def2-TZVPD" e_homo_ev="-11.012 / -9.846" e_tot_ev=-31512.70382 total_charge=0 e_above_lowest_kj_mol=390.6 orbital_gap_ev="9.0 / 7.4"
F 2.5062 -0.8452 0.5786 -0.619
C -0.6914 0.1075 -0.3441 -1.136
Cl -1.8677 -0.9971 0.1612 0.760
Cl 0.8742 -0.2832 -0.5673 1.003
F -0.9030 1.3334 0.1054 -0.007

---

8
Properties=species:S:1:pos:R:3:lowdin_charge:R:1 method="wB97M-V/def2-TZVPD" e_homo_ev="-10.247 / -10.249" e_tot_ev=-45570.42532 total_charge=0 e_above_lowest_kj_mol=152.0 orbital_gap_ev="8.5 / 8.5"
F 1.1494 -1.5405 -1.1872 0.101
O 0.4725 2.2067 -1.0675 -0.419
F 0.4673 -2.0797 0.8208 0.097
Cl -1.9492 1.1648 0.3973 0.349
Cl 0.7481 1.7689 1.8691 0.308
F -1.0902 -1.5709 -0.6348 0.028
C 0.2093 -1.3023 -0.2521 -0.445
P -0.0071 1.3530 0.0544 -0.020

---

9
Properties=species:S:1:pos:R:3:lowdin_charge:R:1 method="wB97M-V/def2-TZVPD" e_homo_ev="-10.820 / -10.007" e_tot_ev=-56405.41222 total_charge=0 e_above_lowest_kj_mol=238.2 orbital_gap_ev="7.9 / 6.6"
Cl 1.9690 -1.7446 0.8453 0.330
O 1.3846 -0.3931 -1.6940 -0.393
Cl 3.2976 1.0698 0.1800 0.216
C -1.6833 0.1771 0.1688 -1.035
S -0.9535 1.4172 1.2166 0.796
F -2.9966 0.0039 0.4183 0.075
F -1.7120 0.5971 -1.1272 0.037
P 1.6566 -0.1454 -0.2958 0.001
F -0.9624 -0.9820 0.2880 -0.028

---

6
Properties=species:S:1:pos:R:3:lowdin_spin:R:1 method="wB97M-V/def2-TZVPD" e_homo_ev="-8.596 / -11.507" s2=2.0060 e_tot_ev=-32332.31445 total_charge=0 e_above_lowest_kj_mol=48.0 multiplicity=3 orbital_gap_ev="8.5 / 9.7"
O -2.1015 0.7004 0.5134 0.390
Cl 1.9947 -1.3113 0.5329 0.136
N -2.1347 -0.3556 0.0781 0.648
C 0.7139 -0.2908 -0.2347 0.589
Cl 0.7272 1.2663 0.6348 0.107
F 0.8005 -0.0091 -1.5245 0.131

---

6
Properties=species:S:1:pos:R:3:lowdin_charge:R:1 method="wB97M-V/def2-TZVPD" e_homo_ev="-9.133 / -9.838" e_tot_ev=-41009.16019 total_charge=0 e_above_lowest_kj_mol=155.7 orbital_gap_ev="7.2 / 8.2"
C -1.9888 0.2764 -0.1019 -0.745
Cl -2.7963 -1.2351 -0.0197 0.629
O -2.4239 1.3824 -0.0569 0.016
S 2.8696 -0.6342 -0.3285 0.597
O 3.5303 0.5837 0.2157 -0.615
Cl 0.8091 -0.3732 0.2915 0.119

---

6
Properties=species:S:1:pos:R:3:lowdin_charge:R:1 method="wB97M-V/def2-TZVPD" e_homo_ev=-10.217 e_tot_ev=-41010.77416 total_charge=0 e_above_lowest_kj_mol=0.0 orbital_gap_ev=9.0
C 0.8983 -0.2548 0.1546 -0.991
Cl 2.1391 0.7647 -0.5219 0.670
O 0.9981 -0.9677 1.0832 0.053
O -1.5726 -1.1712 -0.6552 -0.518
S -0.8299 0.1142 -0.6883 0.569
Cl -1.6329 1.5149 0.6276 0.217

---

7
Properties=species:S:1:pos:R:3:lowdin_charge:R:1 method="wB97M-V/def2-TZVPD" e_homo_ev=-9.799 e_tot_ev=-53327.53070 total_charge=0 e_above_lowest_kj_mol=188.7 orbital_gap_ev=8.5
Cl -3.4681 1.5363 -1.0803 0.621
P 0.9848 0.2078 0.9024 0.418
Cl -2.1051 -0.7512 -2.1559 0.377
F 0.7600 -0.5375 -0.5011 -0.375
F 1.1509 -1.0779 1.8482 -0.328
Cl 2.8866 0.6410 0.5421 0.268
C -2.4491 0.3400 -0.7158 -0.982

---

7
Properties=species:S:1:pos:R:3:lowdin_charge:R:1 method="wB97M-V/def2-TZVPD" e_homo_ev="-9.030 / -9.030" e_tot_ev=-53328.06608 total_charge=0 e_above_lowest_kj_mol=137.0 orbital_gap_ev="8.2 / 8.2"
Cl 0.2465 1.2726 1.7952 0.528
Cl 1.5995 -1.2422 1.1663 0.507
F -0.8997 1.4132 -1.2983 -0.345
P 0.4301 0.5315 -1.5293 0.950
C 0.2685 -0.1802 0.8705 -1.838
Cl -1.2117 -1.0407 0.9479 0.550
F -0.4332 -0.7542 -1.9522 -0.350

---

7
Properties=species:S:1:pos:R:3:lowdin_charge:R:1 method="wB97M-V/def2-TZVPD" e_homo_ev="-10.085 / -9.320" e_tot_ev=-54201.43755 total_charge=0 e_above_lowest_kj_mol=167.2 orbital_gap_ev="8.6 / 7.4"
Cl 1.0054 1.6686 0.9097 0.588
F -0.3313 1.6057 -1.1662 -0.137
Cl -1.8494 1.6706 0.9186 0.592
O -0.4525 -2.7026 0.2624 -0.574
Cl 1.9906 -1.4293 -0.2698 0.149
S 0.0500 -1.8831 -0.7524 0.520
C -0.4129 1.0700 0.0976 -1.138

---

8
Properties=species:S:1:pos:R:3:lowdin_charge:R:1 method="wB97M-V/def2-TZVPD" e_homo_ev="-9.393 / -9.347" e_tot_ev=-63948.80436 total_charge=0 e_above_lowest_kj_mol=608.8 orbital_gap_ev="7.2 / 7.3"
Cl -2.1486 0.8714 1.5673 0.289
Cl 2.7229 1.2958 0.4159 0.708
C 1.4219 0.3450 -0.0699 -1.340
Cl 1.6256 -0.9140 -1.2171 0.656
N 0.3036 0.6310 0.4293 -0.351
P -1.2255 -0.0441 0.1243 -0.016
O -0.9604 -2.8955 0.3958 -0.188
Cl -1.7394 0.7104 -1.6456 0.241

---

8
Properties=species:S:1:pos:R:3:lowdin_spin:R:1 method="wB97M-V/def2-TZVPD" e_homo_ev="-9.186 / -9.640" s2=2.0137 e_tot_ev=-63949.59822 total_charge=0 e_above_lowest_kj_mol=60.5 multiplicity=3 orbital_gap_ev="8.7 / 8.0"
Cl -1.6973 0.0706 1.8002 0.036
N 0.2226 0.6880 -0.5284 0.001
Cl -2.5204 1.0576 -1.3276 0.063
Cl 2.7350 0.9895 -0.4861 0.001
Cl 1.5145 -0.7491 1.3371 0.020
C 1.3112 0.3683 0.0001 0.001
O -0.2516 -2.3712 -0.5813 1.767
P -1.3140 -0.0537 -0.2140 0.111

---

7
Properties=species:S:1:pos:R:3:lowdin_charge:R:1 method="wB97M-V/def2-TZVPD" e_homo_ev=-9.761 e_tot_ev=-64005.76029 total_charge=0 e_above_lowest_kj_mol=312.6 orbital_gap_ev=7.4
S -0.0079 -0.0264 0.8866 0.249
Cl 1.5244 -1.5471 0.7653 0.160
Cl 0.1032 0.3798 3.0346 0.085
C 0.1951 0.3792 -1.4857 -1.150
Cl 0.4474 2.0587 -1.7599 0.580
Cl -1.0936 -0.3869 -2.2216 0.663
O -1.1685 -0.8573 0.7807 -0.587

---

9
Properties=species:S:1:pos:R:3:lowdin_charge:R:1 method="wB97M-V/def2-TZVPD" e_homo_ev=-11.953 e_tot_ev=-38688.06898 total_charge=0 e_above_lowest_kj_mol=46.0 smiles="O=S(=O)(F)OC(F)(F)Cl" orbital_gap_ev=12.0
O 0.1757 -0.8697 0.2858 -0.212
S 1.2733 0.2052 -0.0140 0.487
O 1.2740 0.5663 -1.3771 -0.249
C -1.4114 -0.2321 0.0221 -0.877
O 1.3406 1.1844 0.9982 -0.257
F -1.8344 -0.8877 -1.0219 0.154
F -2.0668 -0.6027 1.0812 0.160
F 2.4908 -0.8022 0.2249 -0.136
Cl -1.2418 1.4384 -0.1992 0.930

---

15
Properties=species:S:1:pos:R:3:lowdin_charge:R:1 method="wB97M-V/def2-TZVPD" e_homo_ev=-10.615 e_tot_ev=-51298.56666 total_charge=0 orbital_gap_ev=10.0
O -0.7019 0.5883 -0.2673 -0.162
Cl 0.5927 2.0377 1.6603 0.729
F -0.2657 -2.0891 -0.7257 0.064
N 1.4716 0.6314 1.1341 -0.333
F 1.4576 1.5145 -1.6154 0.040
F 0.7608 -0.1933 -2.5839 0.064
O -2.4238 -1.1532 0.1372 -0.157
O -1.8092 0.3994 1.9513 -0.226
S -2.0486 0.0835 0.6192 0.657
N 0.5369 -1.4223 0.0925 -0.040
F 2.5652 1.0956 0.5456 -0.115
F -0.0040 -1.4200 1.3371 0.023
C 0.4954 -0.0297 -0.3523 -0.426
F -2.9405 1.2964 0.0362 -0.116
N 1.3814 0.1468 -1.4242 -0.001

---

4
Properties=species:S:1:pos:R:3:lowdin_charge:R:1 method="wB97M-V/def2-TZVPD" e_homo_ev="-10.170 / -10.169" e_tot_ev=-27106.16759 total_charge=0 e_above_lowest_kj_mol=0.0 orbital_gap_ev="7.3 / 7.3"
Cl -0.8868 -0.5126 0.7882 0.679
C 0.6522 -0.5972 1.3093 -0.550
F 1.2531 0.2152 0.4581 -0.139
S -1.0186 0.8945 -2.5555 0.011

---

7
Properties=species:S:1:pos:R:3:lowdin_charge:R:1 method="wB97M-V/def2-TZVPD" e_homo_ev="-1.973 / -1.973" e_tot_ev=-32025.04595 total_charge=-2 e_above_lowest_kj_mol=397.8 orbital_gap_ev="6.7 / 6.7"
S 0.1941 -1.9909 0.2554 0.626
Cl 4.6592 0.4854 8.5587 -1.000
C -0.6754 1.2164 -0.5755 -0.763
O 1.1641 -2.8377 -0.4587 -0.781
O -0.6564 2.1763 0.1687 0.018
O -1.5053 0.7760 -1.5495 -0.072
N -0.1995 0.0812 -1.0498 -0.028

---

6
Properties=species:S:1:pos:R:3:lowdin_spin:R:1 method="wB97M-V/def2-TZVPD" e_homo_ev="-8.148 / -8.804" s2=2.0220 e_tot_ev=-47551.68541 total_charge=0 multiplicity=3 orbital_gap_ev="8.5 / 5.2"
S -2.8168 -0.0368 0.8074 0.617
Cl 1.5476 -0.9862 -0.2616 0.007
S -2.2249 -1.9126 1.0529 0.568
S -3.1425 0.4693 -0.9732 0.764
N -0.5593 0.7693 -0.5262 0.027
C 0.2552 -0.0121 -0.3132 0.016

---

Number 1: largest force on an atom 2.7 eV Å⁻¹, molecular weight 175.4 g/mol. Number 2: largest force on an atom 1.8 eV Å⁻¹, molecular weight 159.9 g/mol. Number 3: largest force on an atom 4.8 eV Å⁻¹, molecular weight 230.0 g/mol. Number 4: largest force on an atom 1.6 eV Å⁻¹, molecular weight 120.9 g/mol. Number 5: largest force on an atom 2.8 eV Å⁻¹, molecular weight 186.9 g/mol. Number 6: largest force on an atom 2.1 eV Å⁻¹, molecular weight 219.0 g/mol. Number 7: largest force on an atom 2.6 eV Å⁻¹, molecular weight 131.9 g/mol. Number 8: largest force on an atom 3.2 eV Å⁻¹, molecular weight 147.0 g/mol. Number 9: largest force on an atom 2.2 eV Å⁻¹, molecular weight 147.0 g/mol. Number 10: largest force on an atom 3.1 eV Å⁻¹, molecular weight 187.3 g/mol. Number 11: largest force on an atom 4.3 eV Å⁻¹, molecular weight 187.3 g/mol. Number 12: largest force on an atom 4.3 eV Å⁻¹, molecular weight 185.4 g/mol. Number 13: largest force on an atom 3.5 eV Å⁻¹, molecular weight 214.8 g/mol. Number 14: largest force on an atom 3.1 eV Å⁻¹, molecular weight 214.8 g/mol. Number 15: largest force on an atom 2.4 eV Å⁻¹, molecular weight 201.9 g/mol. Number 16: largest force on an atom 2.9 eV Å⁻¹, molecular weight 184.5 g/mol. Number 17: largest force on an atom 5.4 eV Å⁻¹, molecular weight 283.5 g/mol. Number 18: largest force on an atom 3.2 eV Å⁻¹, molecular weight 98.5 g/mol. Number 19: largest force on an atom 1.8 eV Å⁻¹, molecular weight 141.5 g/mol. Number 20: largest force on an atom 1.9 eV Å⁻¹, molecular weight 157.7 g/mol.